The following is a quantum chemistry calculation of a molecular structure, C20H36N3O14V at a distorted geometry, from OMol25.

XYZ file:
```
74
Properties=species:S:1:pos:R:3:forces:R:3:mulliken_charge:R:1
V 3.7563 2.7991 2.9027 1.64 0.51 -0.42 1.38
O 3.3406 -1.2791 -5.0621 0.07 -0.13 -0.20 -0.61
O 3.3010 0.8472 1.8815 1.18 -0.26 0.37 -0.98
O -0.5983 3.6218 3.1057 -0.33 0.81 0.04 -0.52
O 3.7417 -3.8169 -1.4226 0.17 -0.40 -0.30 -0.52
O -4.0655 -1.0752 -2.8136 0.00 0.79 0.37 -0.20
O -5.2850 1.1626 4.6752 0.01 -0.32 -0.25 -0.54
O -4.7138 3.8062 5.2743 -0.50 -0.86 -0.19 -0.60
O 1.5755 2.0336 2.3731 0.19 1.14 0.91 -0.92
O 1.1617 3.4709 -3.2667 -0.12 0.20 -0.08 -0.60
O 3.4202 4.2572 3.4462 0.12 -1.89 -0.68 -0.50
O -1.2188 0.9020 2.4706 0.93 0.72 -0.16 -0.38
O -2.1047 -2.3784 -1.2925 -0.13 0.09 -0.01 -0.34
O 5.3572 2.7407 2.7772 -2.83 0.02 0.24 -0.50
O 1.2352 0.0204 1.4603 0.32 0.70 0.63 0.06
N -0.5203 2.9140 -1.8113 -0.12 0.68 0.25 0.21
N 3.5122 -0.3578 -3.0087 -0.31 -0.18 0.59 0.14
N 3.5938 -4.1926 0.7994 0.94 0.35 0.38 0.20
C -4.3441 -2.2528 -2.1048 0.29 -0.81 -0.56 -0.69
C 3.8089 0.9587 -3.5329 0.36 -0.03 -0.37 -0.89
C -3.2614 1.0203 3.5170 0.18 0.65 0.57 -0.96
C -3.4491 -2.3611 -0.8962 -0.35 0.00 0.24 -0.47
C -1.6073 3.1409 -2.7336 -0.05 -1.41 -1.23 -1.03
C -0.8386 2.5030 -0.4676 0.08 0.58 0.49 -0.88
C -3.9338 3.1433 4.6178 0.86 0.78 0.04 0.68
C 4.2256 -4.7554 1.9662 -0.14 -1.29 0.43 -0.97
C -1.2033 -2.3312 -0.2179 -0.06 -0.67 0.24 -0.54
C 4.1039 -4.4295 -0.4407 -0.42 1.01 0.48 0.05
C 2.7111 -3.0743 1.0636 -1.24 -0.89 0.30 -0.76
C -1.9692 1.6229 3.0997 -2.16 -1.14 0.10 0.30
C -1.7702 3.0849 3.4374 1.33 -1.30 0.20 0.57
C -2.6812 3.7232 4.1791 0.32 0.92 -0.67 -0.66
C 0.7680 3.1291 -2.1743 0.07 -0.47 -0.13 0.17
C 3.2268 -1.3696 -3.8553 -0.15 0.22 -0.60 0.09
C -4.1413 1.7128 4.2514 -1.00 -0.10 0.10 0.35
C 3.1191 -0.4696 -1.6191 0.77 -0.58 0.56 -0.61
C -5.0460 -0.7862 -3.7585 -1.31 -1.27 -0.93 -0.81
C 2.0601 0.9463 1.9336 -0.52 0.51 -0.78 1.33
H 2.9069 1.4622 -3.8852 0.02 0.24 0.24 0.29
H -1.2030 -1.3737 0.3100 0.19 0.28 -0.31 0.13
H 4.8955 -5.1893 -0.4152 -0.03 -0.19 -0.27 0.29
H -4.9689 0.1736 -4.2612 0.48 0.23 0.52 0.24
H -3.6613 -1.5467 -0.1937 0.14 0.30 -0.09 0.21
H 0.1024 3.0125 2.8056 -0.26 -0.59 -0.17 0.39
H -1.2092 3.4607 -3.6954 0.13 0.54 0.27 0.36
H -0.0174 2.7691 0.2029 0.23 -0.44 -0.15 0.12
H -6.0595 -0.9071 -3.3411 0.12 0.48 0.25 0.32
H -2.4372 3.7593 -2.4009 0.36 0.35 0.39 0.29
H -1.4242 -3.0722 0.5641 -0.25 -0.17 -0.14 0.40
H 1.4740 2.8682 -1.3659 -0.04 0.14 0.14 0.30
H -5.0733 -1.5379 -4.5702 0.41 0.06 0.06 0.33
H 2.8494 -2.2804 -3.3781 0.14 -0.09 0.27 0.36
H 5.0143 -5.4742 1.7292 0.00 0.21 -0.43 0.33
H 3.8415 0.0858 -1.0176 -0.40 0.47 0.07 0.27
H -5.9102 1.8355 4.9799 0.27 0.28 0.20 0.34
H 3.1850 -2.1545 1.4055 0.29 0.08 -0.51 0.38
H -2.0415 2.1692 -3.0084 -0.17 -0.02 0.32 0.37
H -0.2449 -2.6256 -0.6359 0.25 0.47 0.10 0.17
H -3.5073 -0.0081 3.2951 0.37 -0.05 -0.25 0.46
H -2.5276 4.7758 4.3820 0.01 -0.06 0.25 0.47
H -5.4021 -2.3747 -1.8450 -0.07 0.55 0.39 0.43
H 2.0790 -0.2282 -1.3840 0.03 0.50 -0.16 0.27
H -1.6453 3.1218 -0.0603 -0.29 -0.27 -0.26 0.35
H 3.2703 -1.4821 -1.2395 -0.10 -0.19 -0.50 0.03
H 4.3504 1.5261 -2.7768 -0.34 0.15 0.13 0.30
H 4.6762 -4.0433 2.6600 -0.23 0.33 -0.19 0.31
H 3.4866 -5.3697 2.4956 0.04 0.32 0.28 0.32
H -4.1838 -3.1162 -2.7647 0.35 -0.06 -0.05 0.34
H 0.3537 0.4102 1.6760 -0.12 -0.50 -0.16 0.35
H 4.4856 0.8995 -4.3850 -0.11 -0.30 -0.05 0.30
H 2.0223 -2.9715 0.2289 0.40 0.55 -0.25 -0.06
H 2.0374 -3.3692 1.8775 0.19 -0.07 0.13 0.39
H -1.0840 1.4418 -0.3944 -0.07 0.03 0.04 0.33
H -3.6972 -3.2776 -0.3476 -0.04 -0.19 -0.06 0.40
```
Positions in Å, forces in eV/Å.

Summary:
E_HOMO: -8.534 eV
Total charge: 0
Electronic energy: -2945.251789 Eh
Lowest unoccupied orbital energy: -3.2 eV
HOMO-LUMO gap: 5.34 eV
ΔE to the lowest compared entry with this formula, charge and spin: 73.6 kcal/mol


The following is a quantum chemistry calculation of a single C21H18F2N2O2 molecule at a distorted geometry, from OMol25.

XYZ file:
```
45
Properties=species:S:1:pos:R:3:forces:R:3:mulliken_charge:R:1
F 0.8275 -1.1441 4.0149 0.59 -0.07 -0.14 -0.31
F -3.2301 0.0873 6.0798 0.07 0.04 0.34 -0.31
O -0.0981 -0.0766 1.5747 0.15 -0.52 -0.24 -0.42
O 1.9928 3.9637 -2.8594 0.06 -0.15 -0.63 -0.61
N -0.0472 -4.8737 -1.3795 -0.72 0.08 0.37 -0.51
N 2.3457 -0.0552 -1.3981 1.03 0.14 -0.13 0.16
C -2.8488 0.6302 3.8288 -1.45 0.57 0.41 -0.39
C 2.6447 1.1704 -1.9612 0.67 -0.80 -0.59 -0.09
C -2.4101 0.0792 5.0296 0.98 -0.04 -1.30 0.17
C -0.3248 3.5875 -2.7142 -0.73 -1.71 -0.44 -0.64
C 0.4335 -1.3255 -0.3630 0.49 -1.18 -0.55 0.22
C -0.1624 -1.2892 0.8996 -0.20 -1.09 -0.13 0.75
C -1.3263 2.3870 -2.4705 0.38 1.18 0.08 -1.05
C 0.5012 -2.5619 -1.0761 -0.36 1.47 0.89 -0.65
C -2.1086 0.5600 2.6825 1.78 -0.14 -0.71 -0.21
C -0.1207 -3.7096 -0.6268 0.24 -0.40 0.80 0.49
C 0.4565 1.0756 -1.3169 0.12 -0.04 -0.48 0.56
C -0.7485 -2.4788 1.4087 0.26 -0.37 -1.40 -0.49
C -0.3373 -0.5207 3.9464 -1.91 0.56 -0.22 0.44
C 3.9862 1.4765 -2.5910 -0.22 -0.87 0.34 -1.50
C 1.0405 -0.1297 -0.9734 -0.96 1.20 -0.19 -0.68
C 1.4824 1.8750 -1.9640 -2.17 -0.35 0.18 0.49
C -0.9609 1.6160 -1.2217 0.77 -0.65 0.99 -0.33
C -0.7478 -3.6684 0.6266 -0.02 1.40 0.49 -0.95
C -1.1383 -0.4853 5.1017 -0.14 0.18 -0.40 -0.44
C 1.1290 3.1352 -2.6135 1.01 1.48 0.81 0.47
C -0.8266 -0.0124 2.7227 -0.36 -0.23 1.16 -0.12
H -2.3864 0.9739 1.6959 -0.20 -0.23 0.84 0.33
H -0.5231 4.0856 -3.6885 0.34 -0.31 0.65 0.34
H 4.1006 2.5149 -2.8534 -0.38 0.29 -0.17 0.35
H 4.1613 0.8423 -3.4806 -0.07 0.31 0.36 0.30
H -1.6886 0.8255 -1.0308 0.09 -0.23 -0.14 0.36
H -1.0013 2.2368 -0.3125 -0.10 0.20 -0.28 0.27
H 2.9981 -0.8248 -1.3330 -0.07 0.25 0.13 0.26
H -0.2705 -5.7624 -0.9572 0.20 0.28 -0.11 0.19
H -3.8067 1.1530 3.7817 0.16 -0.34 0.24 0.39
H -0.7642 -0.9102 6.0177 0.04 -0.09 0.14 0.48
H 0.5917 -4.8618 -2.1402 0.30 -0.28 -0.33 0.19
H -0.4036 4.3378 -1.9236 -0.25 -0.02 -0.02 0.28
H -1.2424 -2.5320 2.3689 0.07 0.24 0.03 0.38
H 4.7720 1.2737 -1.8652 0.16 -0.19 0.02 0.37
H -1.3509 1.6857 -3.3065 0.19 0.19 -0.17 0.34
H -1.2721 -4.5376 1.0084 0.13 0.01 0.03 0.32
H 1.0177 -2.5913 -2.0153 0.15 0.16 -0.43 0.41
H -2.3353 2.7782 -2.3526 -0.11 0.10 -0.11 0.37
```
Positions in Å, forces in eV/Å.

Summary:
E_HOMO: -7.755 eV
Structure (SMILES): Cc1[nH]c(-c2cc(N)ccc2Oc2ccc(F)cc2F)c2c1C(=O)CCC2
Total charge: 0
Electronic energy: -1270.762146 Eh
Lowest unoccupied orbital energy: 0.7 eV
HOMO-LUMO gap: 8.42 eV
ΔE to the lowest compared entry with this formula, charge and spin: 0.0 kcal/mol